Formula: C2H6N2O2
Source: the Open Molecules 2025 dataset
Level of theory: ωB97M-V/def2-TZVPD

Element x y z (Å)
C -1.907880 0.508356 -0.279984
N -1.512097 -0.872992 -0.222154
N -0.174114 -1.069554 0.131569
O 0.485309 -2.078428 0.078920
O 0.455637 0.136093 0.319784
C 1.837165 0.120034 0.242871
H -2.751790 0.635925 -0.911653
H -1.117874 1.217984 -0.660235
H -2.189933 0.821692 0.787668
H 2.108174 -0.029586 -0.821809
H 2.383859 -0.578922 0.850075
H 2.383546 1.189403 0.484945

Forces on atoms 1 to 6 (eV/Å):
C 1.3 1.5 2.0
N 4.8 -2.0 1.0
N -4.8 1.4 -2.7
O -0.6 0.2 0.5
O -0.1 1.0 1.5
C 3.4 2.4 -1.4

Output
energy above the lowest of the compared OMol25 structures with the same formula, charge and spin: 144.8 kcal per mole
SMILES string: C/N=[N+](/[O-])OC
highest occupied orbital energy: -0.3438 Ha
Kohn-Sham gap: 9.82 eV

Löwdin population analysis, charges in e, atoms 1 to 2: atom 1 (C): -0.158, atom 2 (N): 0.057